Entry 1:
Here is 3 unconnected molecules or ions with the total composition C34H23F17N4O2S in a non-equilibrium geometry from OMol25. Energies are from the ωB97M-V functional and the def2-TZVPD basis.

Calculated values
Energy relative to the best compared isomer or geometry (same formula, charge and spin) in kJ/mol: 0.0
Kohn-Sham gap in eV: 7.84
E_HOMO in eV: -8.08

```
81
C34H23F17N4O2S the ωB97M-V functional and the def2-TZVPD basis
C 1.06675 -3.68190 -2.50901
H 0.14272 -0.95606 2.05958
F 0.41032 -0.11231 -0.33276
C 4.91297 -4.06634 3.14003
C 5.26029 -3.10495 4.07506
F 3.88456 -1.42677 -4.84234
C -1.22818 4.13228 -1.58726
H -7.72357 -0.22463 0.85994
H -5.73497 1.24777 0.57138
H 3.07932 -2.04597 1.16342
F -1.16419 -3.17063 -2.24894
H -0.67116 4.41662 -4.92314
C 2.59023 -3.31569 -2.52817
H -0.02745 5.46170 -2.77830
H 1.40479 4.67046 1.10287
C -5.02526 0.07568 3.50462
C -0.79301 -0.98437 1.50358
H -1.33858 -1.85464 1.85647
C 3.47379 1.97224 2.48592
F 3.19661 -3.78649 -1.43832
C -1.20664 2.53863 0.81871
F 3.13419 -3.97171 -3.57506
C 4.11354 -3.69852 2.07010
H 5.26061 -5.08635 3.24324
F 2.55241 -1.04870 -1.72259
F 1.76803 -1.79121 -4.76815
F 1.46617 0.70414 -3.54882
C 2.51659 2.85108 2.86476
F 3.62421 0.90290 -3.47770
F 0.66131 -4.07750 -3.71241
H -4.22709 0.20043 4.22930
O -3.38733 1.43062 -2.86614
N -4.90199 0.78565 2.38432
O -5.13563 2.67275 -3.26333
C -1.59441 0.27331 1.88557
N 4.01933 -1.44137 2.87509
C -1.08294 4.05786 -3.99078
C 0.43406 1.67998 2.35550
C -0.43561 3.69255 0.59592
H 5.03411 -1.03150 4.60823
C 0.04287 -2.64010 -1.97559
N -0.85654 4.69630 -0.33165
H 5.88358 -3.34877 4.92437
F 0.08780 -1.49422 -2.66459
C -6.08839 -0.77544 3.76278
F 4.36017 -1.84082 -2.52964
C -7.08209 -0.89423 2.80416
H -6.13516 -1.32936 4.69033
C 1.21297 2.81803 2.13895
H -1.80089 0.18676 2.95339
F 0.94322 -4.75790 -1.69970
H -7.92962 -1.54764 2.96718
C -5.86476 0.65907 1.47356
C 2.77322 -1.20991 -4.11714
S -2.72584 2.42109 -0.10839
H -2.25599 2.55474 -5.00109
N -4.60499 1.70445 -3.61179
C -2.12081 3.05651 -1.64911
C 4.78776 -1.81356 3.89758
H -1.63536 5.21456 0.06575
C -0.78430 1.53797 1.68627
F 1.28080 -2.61058 0.11081
C 3.69670 -2.37910 1.98304
F 2.59824 0.73730 -5.36178
H 3.75150 1.85672 1.44272
C -2.49748 2.49933 -2.86474
C 0.76960 3.81102 1.26753
F -1.64165 -0.80688 -0.66614
C -1.98575 2.99922 -4.05534
C -6.97098 -0.16202 1.63371
C -0.50663 -1.04765 0.02304
H 0.81329 0.91570 3.01657
F -0.74425 -3.35343 0.10367
C -0.71570 4.62878 -2.77709
H 2.67954 3.56765 3.66369
H 3.81847 -4.41672 1.31709
H 3.97495 1.29228 3.16856
H -2.55859 0.29010 1.39456
C 2.60948 0.33291 -4.09241
C 3.02416 -1.83232 -2.69857
C 0.06853 -2.40889 -0.42495
```



Entry 2:
Here is a molecular structure, C34H23N3NiOPS5 from OMol25. Energies are from the ωB97M-V functional and the def2-TZVPD basis.

Calculated values
Energy relative to the best compared isomer or geometry (same formula, charge and spin) in kJ/mol: 0.0
Kohn-Sham gap (spin up / spin down) in eV: 5.71 / 5.71
E_HOMO (spin up / spin down) in eV: -3.93 / -3.93
Charge: -1

```
68
C34H23N3NiOPS5 the ωB97M-V functional and the def2-TZVPD basis
H 7.09982 -5.15881 0.99707
C 6.52398 -1.83659 1.65169
C -4.10170 1.15025 1.56348
H 0.12895 -2.82015 -0.36053
C -3.11636 0.28949 -2.49363
C 2.17136 -2.51560 0.26886
H 0.59456 5.06517 1.77355
C -0.63688 3.57521 0.84744
C -0.04763 2.97239 -1.39717
H -3.95884 3.44769 -4.55349
C -5.61397 2.86427 2.31879
H -5.30790 4.82033 1.48045
C 2.63801 -0.27705 0.93804
S -2.11214 -4.97939 0.76987
P -2.09855 1.43793 -0.30999
H -1.26666 3.45632 1.72121
C -3.72499 2.56442 -3.97149
H 0.94365 1.03653 0.77945
H -5.68427 0.82058 2.96894
C -4.96981 3.79142 1.50572
N 4.97351 -3.19195 0.87740
C -4.00588 1.30043 -4.48304
H -2.92272 3.67663 -2.32196
N 5.36703 -1.09109 1.51200
S -3.78599 -4.75412 -1.52065
C 1.23404 4.64034 -0.22963
C 0.41505 4.48267 0.87819
H -3.39891 4.12190 0.09236
C -3.45058 2.07322 0.75163
H 1.63775 3.99148 -2.23670
C -3.89691 3.39543 0.72444
H 9.33455 -4.46157 1.79968
C 3.07987 -1.58030 0.74748
H -3.76370 0.11826 1.57000
H 9.76719 -2.14386 2.49257
C 7.78624 -1.45291 2.10270
C -2.75892 -3.37145 0.49360
C -3.70811 0.16461 -3.74646
C 0.87169 -2.12357 0.00628
O -1.70329 -1.61925 -1.94993
C -0.88675 2.81324 -0.29136
S -2.22685 -2.09738 1.52157
C 1.32187 0.03063 0.64700
C 8.53166 -3.73746 1.75081
S -4.30083 -1.82303 -1.17350
N 0.44940 -0.87071 0.19081
C -5.18167 1.54826 2.34416
C 8.77770 -2.41296 2.14623
C -3.14797 2.69252 -2.71778
H 3.31648 0.47694 1.30994
S -2.63085 -7.42444 -0.86287
H -0.21380 2.36709 -2.28113
C 6.29609 -3.16323 1.26034
C -2.83962 -5.80562 -0.55817
H -6.45546 3.17242 2.92764
C -2.84457 1.55357 -1.97854
C 0.99846 3.88074 -1.36949
H -3.92648 -0.82342 -4.13275
H -4.45841 1.20568 -5.46277
H 2.43656 -3.55070 0.09839
H 4.46589 -3.98543 0.53134
C 4.47468 -1.92622 1.05399
C -3.57638 -3.29288 -0.58529
H 2.05448 5.34656 -0.20511
Ni -1.48713 -0.57387 -0.27971
C -2.73591 -0.91119 -1.65075
H 7.96912 -0.43109 2.40749
C 7.28772 -4.13731 1.30128
```



Entry 3:
Here is a molecular structure, C34H23N8RuS in a non-equilibrium geometry from OMol25. Energies are from the ωB97M-V functional and the def2-TZVPD basis.

Calculated values
Multiplicity: 5
Kohn-Sham gap (spin up / spin down) in eV: 4.80 / 6.11
E_HOMO (spin up / spin down) in eV: -9.03 / -11.18
<S²>: 6.08
Charge: +1

```
67
C34H23N8RuS the ωB97M-V functional and the def2-TZVPD basis
C -4.93724 -0.24040 -0.96739
N 1.52326 -1.92720 1.19241
C 2.55556 0.63830 -0.64079
C -0.49894 -3.48980 -1.46389
H 0.28846 7.69900 -0.43929
H 2.00806 -4.30330 -1.15559
C -1.55274 -1.61330 2.66421
H -3.59964 -1.72260 3.29501
N 2.53326 1.97540 -0.42289
H -1.64144 -1.08600 -0.52689
C 4.40986 -2.26220 0.16631
C 1.78716 6.27570 0.21421
H 3.09456 4.61940 0.75701
C -2.60524 0.44800 -0.05409
H -0.81424 -4.59460 4.96051
C 1.30946 4.00050 -0.26429
C -3.49314 1.44900 -1.87199
N -1.65184 3.04610 -1.88459
C 2.17216 4.93090 0.28171
C 1.37856 2.54300 -0.41639
H 2.42216 7.03970 0.65591
C 3.43476 -1.31560 -0.14509
C -2.20114 1.94460 -1.49489
N 1.54516 -0.23790 -0.55869
C 0.02536 -3.20600 3.54041
C -4.34334 1.73310 -2.91959
H -6.20564 1.14800 -3.82779
C -5.52214 0.98500 -2.99979
H 7.09296 -0.38750 -0.86209
C 5.73176 -1.90130 -0.13509
N -1.58814 1.16790 -0.56729
C 5.06236 0.31870 -0.95039
H -3.11234 -3.65250 4.83491
C -5.81714 0.00270 -2.02949
C 0.47186 -1.39540 1.72191
C 3.74866 -0.07170 -0.69249
C -0.26254 5.68790 -0.97699
H -5.11854 -1.00950 -0.22769
H -4.07154 2.47730 -3.65709
H 1.02396 -3.62640 3.54771
N 0.14386 2.04160 -0.78259
C -2.60164 -2.13430 3.39561
H -6.72484 -0.58700 -2.11939
C 0.14696 4.37430 -0.88659
C -1.46384 -0.56570 1.65691
H 5.28466 1.31380 -1.31389
H 2.44516 -3.58780 0.39721
C 1.57406 -3.88620 -0.22139
H -0.98934 -4.24140 -0.80839
C 2.09006 -1.21490 0.18321
C 0.57806 6.65140 -0.41099
H -1.21084 5.93870 -1.43799
C -1.01064 -3.74280 4.31371
N -2.62734 -0.23040 1.04721
N -0.24104 -0.27840 1.32121
H 4.14426 -3.20090 0.63511
C -2.31564 -3.21040 4.24181
C -3.77744 0.50750 -0.92179
S 0.60146 -2.36390 -0.52689
Ru -0.16294 -0.01140 -0.52689
H 0.00126 -3.91950 -2.35849
C 6.05086 -0.63870 -0.67829
H 6.53376 -2.60150 0.08721
H 1.01746 -4.62510 0.39441
C -0.28254 -2.12440 2.73801
H -1.32544 -2.86670 -1.86269
C -0.46044 3.11700 -1.23479
```